Below is a cluster of 3 separate species, H2O5P2 in total at a distorted geometry, with properties calculated with ωB97M-V with the def2-TZVPD basis set.

max |F|: 2.014 eV/A
orbital gap: 8.1 eV
energy relative to the best compared isomer or geometry (same formula, charge and spin): 2.319 eV
charge: -2
electronic energy: -28850.26464 eV

Bonds (Å) are listed after each position.
CARTESIAN COORDINATES (ANGSTROEM)
1 O 1.6668 0.6024 1.6556  P7 1.643, H8 0.953
2 O 0.2909 2.2825 0.7341  P7 1.474
3 O 0.1346 -0.6362 -0.7349  H9 0.953
4 O 7.5133 -1.5652 3.6131  P6 1.517
5 O 7.7046 -2.9376 1.4941  P6 1.522
6 P 7.1973 -2.8807 2.9279  O4 1.517, O5 1.522
7 P 1.2778 1.3120 0.2261  O1 1.643, O2 1.474
8 H 2.2264 -0.1671 1.6083  O1 0.953
9 H 0.9773 -1.0348 -0.5357  O3 0.953

List of Mulliken charges in e, atom by atom: O -0.385; O -0.513; O -0.909; O -0.502; O -0.509; P 0.011; P 0.308; H 0.298; H 0.200